Below is a cluster of 3 separate species, C36H75BN6O10S2 in total in a non-equilibrium geometry, with properties calculated with ωB97M-V/def2-TZVPD.

Each atom is followed by the atoms it is bonded to, with distances in Å.
Element x y z (Å)
1 O -1.44724 -7.54719 -2.90880  C92 1.424, C103 1.415
2 C 0.58212 -10.83255 -5.17532  H65 1.091, O89 1.415, H95 1.094, H123 1.095
3 H 0.81162 3.31553 2.91015  C110 1.134
4 B 1.20235 3.45672 0.04003  O23 1.469, N78 1.513, C121 1.657
5 C 0.34666 1.95443 -2.28450  H41 1.161, C46 1.641, H86 1.137, N128 1.441
6 H 5.99395 -2.19349 -1.72346  C33 1.161
7 H 3.43597 -4.70609 -2.13041  N63 1.041
8 H -4.43523 3.47773 5.57945  C58 1.089
9 H -0.26172 -5.93414 -2.34686  C92 1.094
10 O -4.14494 5.75465 5.08543  C90 1.425, C122 1.414
11 H 1.39073 -6.38072 -4.21202  C32 1.094
12 H 5.23539 -1.63574 -3.27325  C33 1.153
13 H 3.28565 -2.57059 -0.85674  C14 1.138
14 C 3.86280 -2.75506 -1.81952  H13 1.138, C33 1.599, H60 1.157, N63 1.517
15 H -6.65700 2.18501 5.70830  C98 1.097
16 C -4.41835 4.43435 3.06912  H43 1.089, H55 1.094, O73 1.429, C90 1.525
17 H 2.23759 -10.15740 -3.50176  C49 1.095
18 S 3.53109 4.03242 2.70721  C71 1.835, C102 1.896
19 H 5.28515 -0.45359 -0.33713  C129 1.138
20 H -2.99870 -6.30464 -2.33121  C103 1.094
21 H -0.93274 -5.90237 -4.00385  C92 1.097
22 H -3.66943 6.29697 6.99155  C122 1.091
23 O 2.29751 3.92959 -0.81781  B4 1.469, H126 0.987
24 H 0.13387 -8.80015 -1.72440  C27 1.089
25 C -8.19000 3.99360 4.21706  O30 1.415, H39 1.091, H47 1.095, H79 1.094
26 H 2.72468 1.67400 3.27327  C102 1.135
27 C 1.14205 -8.92796 -2.11649  H24 1.089, C49 1.525, O69 1.429, H107 1.094
28 C -0.05460 3.11934 -5.28898  O66 1.269, C85 1.596, N88 1.469
29 H -4.05292 1.77707 -3.59701  C96 1.138
30 O -6.89246 3.98924 4.78147  C25 1.415, C98 1.424
31 H -4.39522 1.80033 5.07094  C58 1.094
32 C 0.79102 -7.17465 -3.75744  H11 1.094, H50 1.088, O69 1.430, C92 1.526
33 C 5.02636 -1.70710 -2.14121  H6 1.161, H12 1.153, C14 1.599, C129 1.602
34 C -0.20772 1.80292 1.43749  H59 1.157, H83 1.155, C110 1.578, C121 1.610
35 N 3.13693 3.91813 5.67356  C71 1.422, N97 1.381
36 C -2.06734 0.20644 -0.84983  C57 1.414, H94 1.140, H119 1.143
37 H 3.40727 -1.32732 2.64724  C91 1.158
38 S 3.04147 0.17347 -3.37250  H61 1.398, C109 1.909
39 H -8.53318 5.02816 4.16133  C25 1.091
40 H 0.41283 6.00223 5.93395  C113 1.133
41 H 0.16028 1.05833 -2.99936  C5 1.161
42 H -3.84953 1.49742 -5.48337  C96 1.138
43 H -5.47407 4.70236 3.05945  C16 1.089
44 H -0.83849 2.69520 3.35633  C110 1.160
45 H 4.51746 -4.51309 -0.92065  N63 1.038
46 C -0.67673 3.07985 -2.89903  C5 1.641, H77 1.157, N88 1.488, H106 1.144
47 H -8.16960 3.58587 3.20060  C25 1.095
48 H 4.49648 1.85731 3.01669  C102 1.159
49 C 1.25525 -10.15224 -3.01911  H17 1.095, C27 1.525, H80 1.096, O89 1.424
50 H 0.59133 -7.90658 -4.53787  C32 1.088
51 H 3.77322 -1.38721 0.85446  C91 1.136
52 C 1.81556 -0.28791 1.48898  C81 1.638, C91 1.597, H111 1.156, H112 1.131
53 C 2.15646 -2.86220 1.64151  H76 1.142, C91 1.618, H115 1.152, C130 1.619
54 H -2.40751 5.38513 6.14690  C122 1.096
55 H -4.08707 4.42475 2.02621  C16 1.094
56 H 0.56481 -3.43145 3.18814  C130 1.147
57 C -0.65988 0.22964 -0.98276  C36 1.414, H100 1.151, N128 1.454
58 C -4.78912 2.78816 4.81519  H8 1.089, H31 1.094, O73 1.430, C98 1.526
59 H -1.11369 2.41272 1.05644  C34 1.157
60 H 3.09006 -2.65088 -2.67378  C14 1.157
61 H 1.91112 -0.64831 -3.33660  S38 1.398
62 H 3.77392 1.65220 -1.61839  C109 1.156
63 N 4.31400 -4.20139 -1.88981  H7 1.041, C14 1.517, H45 1.038
64 H 3.94190 2.46851 0.41844  C118 1.158
65 H -0.23413 -10.73131 -5.89238  C2 1.091
66 O 0.11342 2.34250 -6.27795  C28 1.269
67 O 1.71516 5.27648 4.28446  C71 1.430, C113 1.420
68 H -2.87149 3.93318 -3.99277  C82 1.154
69 O 1.61569 -7.72564 -2.72747  C27 1.429, C32 1.430
70 H -2.61865 0.86347 -4.28557  C96 1.155
71 C 2.82745 4.38108 4.36531  S18 1.835, N35 1.422, O67 1.430
72 H 4.30662 0.82324 1.02936  C118 1.160
73 O -4.22812 3.09706 3.53685  C16 1.429, C58 1.430
74 H -6.62872 2.11439 3.92211  C98 1.094
75 H 2.26456 -4.02778 3.54558  C130 1.151
76 H 1.26015 -2.90134 0.93464  C53 1.142
77 H -1.60494 3.03513 -2.21036  C46 1.157
78 N 0.36635 4.57640 0.61952  B4 1.513, H108 1.039, H114 1.031
79 H -8.88206 3.42092 4.84157  C25 1.094
80 H 1.14415 -11.06113 -2.41596  C49 1.096
81 C 2.19282 0.92328 0.45255  C52 1.638, O116 1.477, C118 1.581, C121 1.644
82 C -2.44630 3.08779 -4.65395  H68 1.154, H84 1.142, N88 1.496, C96 1.634
83 H -0.66068 0.76087 1.64639  C34 1.155
84 H -2.43940 3.41548 -5.74774  C82 1.142
85 C 0.86736 4.42103 -5.22968  C28 1.596, H93 1.153, H99 1.140, H120 1.146
86 H 1.38965 2.30694 -2.57023  C5 1.137
87 H -3.54996 6.39805 3.24119  C90 1.096
88 N -1.04703 2.70308 -4.28980  C28 1.469, C46 1.488, C82 1.496
89 O 0.21281 -10.15404 -3.98963  C2 1.415, C49 1.424
90 C -3.57273 5.46279 3.81298  O10 1.425, C16 1.525, H87 1.096, H117 1.095
91 C 2.91988 -1.43583 1.60263  H37 1.158, H51 1.136, C52 1.597, C53 1.618
92 C -0.49190 -6.54064 -3.22778  O1 1.424, H9 1.094, H21 1.097, C32 1.526
93 H 1.33769 4.50481 -4.17980  C85 1.153
94 H -2.65246 -0.77118 -0.87412  C36 1.140
95 H 0.75145 -11.89443 -4.97370  C2 1.094
96 C -3.34773 1.73530 -4.48955  H29 1.138, H42 1.138, H70 1.155, C82 1.634
97 N 2.17607 4.55848 6.43120  N35 1.381, C113 1.427
98 C -6.31158 2.68919 4.79697  H15 1.097, O30 1.424, C58 1.526, H74 1.094
99 H 0.26166 5.34241 -5.51788  C85 1.140
100 H -0.04880 -0.74021 -1.08575  C57 1.151
101 H 5.72859 0.37844 -1.90081  C129 1.159
102 C 3.47113 2.14348 2.55877  S18 1.896, H26 1.135, H48 1.159, C118 1.586
103 C -2.38035 -7.11638 -1.93653  O1 1.415, H20 1.094, H105 1.095, H124 1.091
104 H 0.61227 1.63597 3.61280  C110 1.158
105 H -1.86583 -6.79310 -1.02502  C103 1.095
106 H -0.25443 4.13605 -2.77718  C46 1.144
107 H 1.79601 -9.08994 -1.25419  C27 1.094
108 H 0.90845 5.08202 1.34749  N78 1.039
109 C 3.54388 0.52046 -1.56391  S38 1.909, H62 1.156, O116 1.415, C129 1.607
110 C 0.16154 2.38742 2.85648  H3 1.134, C34 1.578, H44 1.160, H104 1.158
111 H 0.85933 -0.78471 1.07084  C52 1.156
112 H 1.56104 0.06396 2.53293  C52 1.131
113 C 1.30442 5.36666 5.64117  H40 1.133, O67 1.420, N97 1.427
114 H 0.18964 5.22061 -0.16534  N78 1.031
115 H 2.87742 -3.69607 1.30625  C53 1.152
116 O 2.44523 0.12574 -0.76512  C81 1.477, C109 1.415
117 H -2.55219 5.08165 3.92233  C90 1.095
118 C 3.47152 1.62739 1.05961  H64 1.158, H72 1.160, C81 1.581, C102 1.586
119 H -2.58675 1.20556 -0.65636  C36 1.143
120 H 1.74518 4.23275 -5.94247  C85 1.146
121 C 0.85223 1.84847 0.22714  B4 1.657, C34 1.610, C81 1.644, N128 1.469
122 C -3.17350 6.15987 6.02938  O10 1.414, H22 1.091, H54 1.096, H125 1.094
123 H 1.47895 -10.38118 -5.61279  C2 1.095
124 H -3.02201 -7.96200 -1.68275  C103 1.091
125 H -2.71443 7.10572 5.72517  C122 1.094
126 H 2.79394 4.61936 -0.31613  O23 0.987
127 H 1.77183 -2.20711 3.84129  C130 1.141
128 N 0.04660 1.49993 -0.95078  C5 1.441, C57 1.454, C121 1.469
129 C 4.92276 -0.28877 -1.40285  H19 1.138, C33 1.602, H101 1.159, C109 1.607
130 C 1.66885 -3.11990 3.16365  C53 1.619, H56 1.147, H75 1.151, H127 1.141

Its total charge is 0. For the gap between HOMO and LUMO, the calculation gives 8.1236 eV. For the LUMO energy, the calculation gives -0.1 eV. The SMILES is C=CN(CCN(CC)C(C)=O)[C@](CC)(B(N)O)[C@](CCCC)(CCSc1nnco1)O[C@H](S)CCCN.COCCOCCOC.COCCOCCOC. As for the maximum force: 0.1309 Eh/bohr.

Mulliken atomic charge list, values in e, 5 entries: atom 1 (O): -0.256, atom 2 (C): -0.783, atom 3 (H): -0.327, atom 4 (B): 0.921, atom 5 (C): -0.647


Below is a cluster of 3 separate species, C2H9O3 in total in a non-equilibrium geometry, with properties calculated with ωB97M-V/def2-TZVPD.

Each atom is followed by the atoms it is bonded to, with distances in Å.
Element x y z (Å)
1 H 0.48465 1.28447 0.80986  C5 1.097
2 O 0.84357 -1.14677 -1.11358  H10 0.966
3 H -2.03328 0.13095 0.08511  C9 1.090
4 H -0.47719 2.62510 0.21541  C5 1.086
5 C -0.38131 1.54407 0.18825  H1 1.097, H4 1.086, C9 1.528, O13 1.399
6 H 2.19451 -2.29412 0.90525  O11 0.964
7 H 0.30287 0.33766 -1.13233  O13 1.013
8 H -2.46070 1.51226 1.01447  C9 1.106
9 C -1.60524 0.84986 0.78301  H3 1.090, C5 1.528, H8 1.106, H14 1.076
10 H 0.31547 -1.49917 -1.84115  O2 0.966
11 O 2.44396 -2.75628 0.09677  H6 0.964, H12 1.031
12 H 1.89342 -2.18115 -0.55866  O11 1.031
13 O -0.16691 1.23519 -1.15923  C5 1.399, H7 1.013
14 H -1.35383 0.35795 1.70681  C9 1.076

Its total charge is -1. For the gap between HOMO and LUMO, the calculation gives 8.4059 eV. The value obtained for the relative energy (zero: lowest compared OMol25 entry of this formula, charge and spin) is 5.4 kcal/mol. For the LUMO energy, the calculation gives 4.2 eV. As for the maximum force: 0.0215 Eh/bohr.

Mulliken atomic charge list, values in e, 5 entries: atom 1 (H): 0.226, atom 2 (O): -1.104, atom 3 (H): 0.298, atom 4 (H): 0.294, atom 5 (C): -0.285


Below is a cluster of 2 separate species, C2HNO3S in total in a non-equilibrium geometry, with properties calculated with ωB97M-V/def2-TZVPD.

Each atom is followed by the atoms it is bonded to, with distances in Å.
Element x y z (Å)
1 C 1.20562 -3.15538 0.00762  O2 1.175, O8 1.159
2 O 1.27698 -4.15361 0.62296  C1 1.175
3 S -1.46498 0.76615 -1.52967  H4 1.371, N5 1.638
4 H -2.26523 -0.22908 -2.02896  S3 1.371
5 N -0.99253 0.07027 -0.12365  S3 1.638, C6 1.189
6 C -1.07312 -1.03624 0.30493  N5 1.189, O7 1.155
7 O -1.03887 -1.97530 0.97568  C6 1.155
8 O 1.04281 -2.19490 -0.62103  C1 1.159

Its total charge is 0. For the gap between HOMO and LUMO, the calculation gives 9.3573 eV. The value obtained for the relative energy (zero: lowest compared OMol25 entry of this formula, charge and spin) is 3.6 kcal/mol. For the LUMO energy, the calculation gives 0.2 eV. The SMILES is O=C=NS.O=C=O. As for the maximum force: 0.0370 Eh/bohr.

Mulliken atomic charge list, values in e, 5 entries: atom 1 (C): 0.820, atom 2 (O): -0.397, atom 3 (S): -0.060, atom 4 (H): 0.126, atom 5 (N): -0.231